83
Properties=species:S:1:pos:R:3:forces:R:3:lowdin_charge:R:1 method="wB97M-V/def2-TZVPD" energy_ha=-1879.8230 total_charge=-1 max_force_ev_per_a=3.5 e_homo_ev=-4.67
C -6.178 0.471 0.164 -0.140 0.216 0.052 -0.130
C -5.063 1.514 0.267 0.038 0.072 0.040 -0.257
C -3.955 1.195 1.294 -0.181 -0.459 0.050 -0.212
C -3.708 -0.300 1.544 0.081 0.030 0.149 -0.227
C -2.412 -0.589 2.314 -0.147 -0.093 -0.031 -0.216
C -2.414 -0.056 3.751 0.087 0.114 -0.100 -0.212
C -1.037 -0.083 4.440 -0.260 -0.012 -0.114 -0.197
C -0.267 -1.413 4.294 0.132 0.221 0.049 -0.198
C 1.024 -1.350 3.445 -0.145 -0.123 0.170 -0.206
C 2.156 -2.133 4.118 0.144 0.135 -0.015 -0.219
C 3.441 -2.347 3.299 -0.130 -0.227 0.086 -0.203
C 3.231 -2.890 1.870 0.273 -0.038 -0.061 -0.202
C 3.969 -2.125 0.753 -0.315 -0.122 -0.099 -0.223
C 3.942 -0.594 0.848 0.299 0.070 -0.179 -0.325
C 4.122 0.073 -0.542 -0.350 0.320 -0.067 -0.394
Ta 2.179 0.675 -1.603 0.759 -1.663 -1.095 1.657
C 0.320 1.486 -2.685 0.291 0.551 0.002 -0.403
O 0.124 0.971 -4.012 -0.248 -0.337 0.113 -0.212
C -1.104 1.412 -4.517 0.142 0.223 0.021 -0.298
O -1.400 0.811 -5.741 -0.136 0.144 0.215 -0.085
C -2.276 -0.294 -5.709 -0.007 -0.335 -0.187 -0.206
C -1.596 -1.619 -6.029 -0.155 -0.028 0.018 -0.241
O -0.805 -1.559 -7.202 -0.128 0.055 -0.166 -0.057
C 2.139 -1.389 -2.724 0.066 0.106 0.768 -0.343
C 2.373 -1.474 -4.161 0.970 0.731 1.927 -0.957
O 1.718 -2.012 -4.947 -2.027 -1.331 -2.480 0.031
Cl 3.906 -0.741 -4.756 0.675 0.257 0.044 0.547
B 2.353 2.579 -0.186 -0.003 0.147 0.443 -0.689
O 3.541 3.272 -0.181 -0.119 0.181 -0.152 0.046
N 1.328 3.148 0.751 -0.014 0.273 -0.120 -0.207
C 1.094 2.318 1.921 -0.068 0.300 0.228 -0.143
C 0.074 3.495 0.101 -0.085 -0.125 0.004 -0.131
H -6.681 0.350 1.131 0.091 -0.093 -0.089 0.073
H -5.820 -0.505 -0.167 -0.006 0.068 0.053 0.063
H -6.940 0.809 -0.546 0.084 -0.068 0.021 0.065
H -5.535 2.461 0.556 0.141 -0.012 -0.125 0.097
H -4.615 1.689 -0.717 -0.074 -0.159 0.060 0.101
H -3.002 1.620 0.964 -0.108 0.238 0.082 0.103
H -4.233 1.654 2.248 0.183 0.067 -0.067 0.100
H -4.541 -0.726 2.119 0.012 0.038 -0.163 0.110
H -3.674 -0.842 0.592 0.028 0.079 0.038 0.110
H -2.296 -1.679 2.342 0.122 0.109 -0.034 0.103
H -1.551 -0.201 1.754 -0.061 0.051 0.074 0.112
H -2.765 0.984 3.748 0.004 -0.119 0.054 0.098
H -3.144 -0.627 4.341 0.067 0.017 -0.068 0.112
H -0.451 0.753 4.040 0.077 -0.173 0.002 0.091
H -1.188 0.134 5.503 0.022 0.048 -0.082 0.100
H -0.001 -1.773 5.295 -0.046 0.008 -0.085 0.098
H -0.936 -2.160 3.859 0.083 -0.069 0.179 0.097
H 0.813 -1.743 2.448 0.065 0.134 0.012 0.095
H 1.336 -0.309 3.311 0.006 -0.071 -0.022 0.094
H 2.431 -1.569 5.021 -0.060 -0.213 0.018 0.110
H 1.775 -3.103 4.468 -0.028 0.066 -0.150 0.109
H 4.050 -3.071 3.856 0.050 0.189 -0.019 0.100
H 4.016 -1.417 3.285 -0.113 -0.020 -0.129 0.096
H 3.572 -3.932 1.831 -0.135 0.070 0.022 0.100
H 2.167 -2.922 1.619 0.072 0.104 0.071 0.092
H 3.494 -2.413 -0.194 0.092 0.000 0.092 0.083
H 5.006 -2.475 0.681 -0.050 0.136 0.034 0.109
H 3.005 -0.270 1.316 0.091 -0.051 0.046 0.057
H 4.768 -0.273 1.499 -0.207 0.002 0.091 0.095
H 4.735 0.977 -0.456 -0.039 -0.110 0.008 0.019
H 4.688 -0.613 -1.190 -0.035 0.093 -0.056 0.033
H 3.217 1.558 -2.844 -0.102 0.388 0.208 -0.092
H 1.137 -0.116 -0.257 -0.155 0.208 0.240 -0.089
H 0.419 2.586 -2.758 -0.171 -0.079 0.050 0.036
H -0.583 1.297 -2.073 0.076 -0.016 -0.052 0.037
H -1.070 2.501 -4.684 0.074 -0.115 -0.022 0.135
H -1.893 1.204 -3.772 -0.032 -0.037 -0.115 0.119
H -3.048 -0.125 -6.477 0.110 0.102 0.054 0.121
H -2.798 -0.371 -4.746 0.106 0.006 -0.025 0.121
H -2.407 -2.355 -6.170 0.099 0.025 0.135 0.112
H -0.953 -1.967 -5.217 0.061 0.176 -0.092 0.111
H -1.124 -0.838 -7.757 0.110 -0.067 0.157 0.081
H 1.181 -1.885 -2.528 0.079 0.016 -0.067 0.049
H 2.924 -1.994 -2.252 0.017 0.276 0.083 0.030
H 3.407 4.114 0.283 0.023 -0.241 0.195 0.088
H 0.391 2.831 2.594 0.053 -0.064 -0.070 0.079
H 0.669 1.333 1.668 0.077 0.011 -0.001 0.042
H 2.024 2.184 2.484 -0.070 -0.138 -0.122 0.087
H -0.589 2.620 -0.022 0.004 0.073 -0.034 0.068
H -0.465 4.256 0.679 0.024 -0.115 0.012 0.079
H 0.259 3.910 -0.894 -0.011 -0.017 0.090 0.072